# 1
C18H14F2IrN4OS2 | ωB97M-V/def2-TZVPD

```
! wB97M-V def2-TZVPD RIJCOSX def2/J DEFGRID3
* xyz 0 2
Ir -1.296 -0.645 -0.545
N 2.801 -0.515 1.189
C 3.842 -0.546 0.298
C 5.158 -0.585 0.764
C 6.214 -0.591 -0.122
C 5.979 -0.566 -1.496
C 4.684 -0.544 -1.975
C 3.612 -0.530 -1.091
S 1.969 -0.574 -1.702
N 1.009 -0.484 -0.375
C 1.456 -0.440 0.892
C 0.521 -0.322 1.949
C 0.900 -0.160 3.307
C -0.051 -0.100 4.287
C -1.407 -0.188 3.937
C -1.718 -0.314 2.597
N -0.816 -0.374 1.629
H 3.059 -0.633 2.157
H 5.329 -0.619 1.832
H 7.223 -0.623 0.258
H 6.809 -0.573 -2.185
H 4.481 -0.550 -3.035
H 1.944 -0.068 3.567
H 0.237 0.016 5.320
H -2.184 -0.144 4.681
H -2.750 -0.366 2.276
O -3.535 -0.405 -1.194
N -3.941 0.771 -1.565
C -5.266 0.991 -1.657
C -5.778 2.207 -2.029
C -4.901 3.255 -2.313
C -3.551 3.022 -2.231
C -3.056 1.767 -1.863
S -1.371 1.472 -1.815
H -5.879 0.134 -1.426
H -6.844 2.335 -2.113
H -5.273 4.220 -2.617
H -2.825 3.787 -2.454
F -2.137 -3.478 -0.551
C -1.231 -2.741 -1.281
F -0.007 -3.307 -0.964
H -1.410 -2.991 -2.341
*
```

Frontier orbital gap (alpha / beta), eV: 5.43 / 5.41
DFT total energy, Eh: -2088.898573
HOMO energy (alpha / beta), hartree: -0.2346 / -0.2340
Maximum force, Eh/bohr: 0.0876

# 2
C18H14F6O8S | ωB97M-V/def2-TZVPD

```
! wB97M-V def2-TZVPD RIJCOSX def2/J DEFGRID3
* xyz 0 1
O -3.488 6.049 1.670
C -2.343 6.405 1.317
F -1.374 6.710 2.337
C -1.981 6.488 -0.267
C -0.629 5.628 -0.441
C 0.802 6.221 -0.521
C 2.118 5.376 -0.648
C 1.968 3.835 -0.698
C 0.511 3.224 -0.628
C -0.780 4.080 -0.507
C 0.437 1.610 -0.657
O -0.492 0.975 -1.206
C 1.665 0.876 0.111
S 1.219 -0.653 1.054
O 0.545 -1.676 0.149
O 0.144 -0.229 2.051
C 2.651 -1.461 1.937
F 3.868 -1.479 1.172
F 2.291 -2.846 2.085
C 2.916 -0.926 3.433
F 3.358 0.417 3.497
F 3.990 -1.716 3.973
F 1.829 -1.105 4.313
C 2.988 1.430 0.050
C 3.213 2.806 -0.779
O 4.253 3.023 -1.444
H -2.820 5.920 -0.792
H -1.882 7.576 -0.593
H 0.933 7.352 -0.458
H 3.167 5.816 -0.705
H -1.783 3.531 -0.449
H 3.865 0.955 0.600
C -1.539 -3.832 0.155
C -2.762 -4.730 0.200
O -3.110 -5.198 -1.110
C -2.341 -6.187 -1.595
O -1.409 -6.707 -1.030
O -2.774 -6.481 -2.834
C -1.973 -7.451 -3.508
H -1.686 -3.017 -0.558
H -1.335 -3.410 1.140
H -0.654 -4.382 -0.172
H -3.618 -4.156 0.565
H -2.622 -5.570 0.885
H -1.860 -8.357 -2.909
H -0.997 -7.023 -3.748
H -2.476 -7.712 -4.439
*
```

Frontier orbital gap, eV: 7.87
DFT total energy, Eh: -2293.296436
HOMO energy, hartree: -0.3725
Maximum force, Eh/bohr: 0.1660

# 3
C18H14N6O5 | ωB97M-V/def2-TZVPD

```
! wB97M-V def2-TZVPD RIJCOSX def2/J DEFGRID3
* xyz 0 1
N -3.374 1.876 -0.298
C -2.321 2.387 -0.300
C -1.013 2.983 -0.283
C 0.126 2.149 -0.352
C 1.379 2.752 -0.160
N 2.651 2.193 -0.154
O 3.046 1.041 -0.231
O 3.555 3.281 -0.027
N 2.877 4.492 0.064
C 1.564 4.144 -0.006
C 0.395 4.998 -0.021
N 0.438 6.439 -0.001
O 1.496 7.063 0.203
O -0.659 7.021 -0.206
C -0.863 4.389 -0.143
H 0.039 1.071 -0.567
H -1.751 5.024 -0.135
C 0.066 -4.229 4.755
O -0.914 -3.431 4.048
C -0.735 -3.162 2.729
C -1.690 -2.281 2.143
C -1.466 -1.810 0.859
C -0.436 -2.404 0.112
N -0.317 -2.068 -1.232
C -0.572 -0.822 -1.746
N -0.317 -0.966 -3.070
C -0.331 0.090 -4.041
C 0.054 -2.282 -3.395
C 0.085 -2.962 -2.240
C 0.441 -3.355 0.636
C 0.353 -3.691 1.975
H -0.309 -4.258 5.780
H 0.129 -5.244 4.343
H 1.061 -3.764 4.729
H -2.546 -1.949 2.722
H -2.096 -1.054 0.386
H -0.575 1.036 -3.549
H 0.655 0.162 -4.519
H -1.067 -0.126 -4.823
H 0.272 -2.607 -4.391
H 0.339 -3.990 -2.022
H 1.232 -3.782 -0.003
H 1.099 -4.353 2.431
*
```

Frontier orbital gap, eV: 5.90
DFT total energy, Eh: -1398.720322
HOMO energy, hartree: -0.2997
Maximum force, Eh/bohr: 0.0592

# 4
C18H14O3PS5SbW | ωB97M-V/def2-TZVPD

```
! wB97M-V def2-TZVPD RIJCOSX def2/J DEFGRID3
* xyz 0 1
W 0.934 -2.853 -0.062
S 2.374 -5.981 3.192
Sb 2.983 -4.924 1.369
S 2.636 -2.411 -1.218
S 0.817 -5.105 -0.048
S 1.609 -2.469 1.971
O -2.725 -3.421 -1.741
S -1.690 -2.594 -1.226
O -0.348 -2.713 -1.880
O -1.351 -2.756 0.214
C -2.150 -0.901 -1.459
C -3.347 -0.620 -2.093
C -3.714 0.705 -2.290
C -2.887 1.724 -1.846
C -1.692 1.425 -1.203
C -1.308 0.106 -1.005
P 0.213 -0.276 -0.055
C -0.225 0.435 1.561
C -0.859 -0.391 2.488
C -1.278 0.127 3.704
C -1.070 1.465 4.001
C -0.444 2.292 3.080
C -0.025 1.781 1.860
C 1.505 0.784 -0.745
C 2.679 0.956 -0.012
C 3.747 1.644 -0.564
C 3.656 2.149 -1.855
C 2.501 1.956 -2.596
C 1.427 1.269 -2.046
H -3.972 -1.438 -2.424
H -4.648 0.937 -2.783
H -3.173 2.757 -1.993
H -1.057 2.227 -0.846
H -1.020 -1.437 2.263
H -1.762 -0.522 4.421
H -1.395 1.865 4.953
H -0.282 3.337 3.308
H 0.458 2.435 1.146
H 2.764 0.537 0.984
H 4.654 1.777 0.010
H 4.492 2.684 -2.287
H 2.434 2.332 -3.608
H 0.536 1.104 -2.638
*
```

Frontier orbital gap, eV: 7.07
DFT total energy, Eh: -3559.806490
HOMO energy, hartree: -0.3071
Maximum force, Eh/bohr: 0.0112

# 5
C18H15BCl4F4N2OV | ωB97M-V/def2-TZVPD

```
! wB97M-V def2-TZVPD RIJCOSX def2/J DEFGRID3
* xyz -1 3
V -0.394 0.086 0.139
Cl 2.741 -0.739 -0.037
C 2.327 -0.780 -1.750
Cl 0.589 -1.088 -2.016
H 2.867 -1.591 -2.222
H 2.551 0.189 -2.179
Cl 1.685 4.278 -1.488
C 1.222 3.845 0.132
C 1.355 4.774 1.161
C 1.002 4.431 2.448
Cl 1.184 5.631 3.710
C 0.504 3.155 2.781
C 0.128 2.705 4.076
C -0.328 1.391 4.209
C -0.420 0.546 3.130
N -0.068 0.949 1.867
C 0.382 2.250 1.711
C 0.726 2.572 0.385
O 0.562 1.618 -0.523
H 1.737 5.761 0.946
H 0.198 3.368 4.924
H -0.618 1.012 5.180
H -0.784 -0.469 3.214
F -0.506 -3.910 1.625
B -1.215 -2.830 1.152
F -2.104 -2.325 2.077
F -1.788 -3.062 -0.085
F -0.186 -1.737 0.932
C -3.412 1.890 1.501
C -4.024 1.376 0.233
C -5.329 1.685 -0.129
C -5.886 1.186 -1.297
C -5.134 0.361 -2.122
C -3.825 0.031 -1.800
C -3.006 -0.882 -2.664
C -3.273 0.553 -0.620
N -1.975 0.224 -0.289
H -4.139 2.466 2.075
H -2.547 2.526 1.299
H -3.050 1.066 2.119
H -5.916 2.322 0.523
H -6.907 1.434 -1.561
H -5.570 -0.042 -3.030
H -3.592 -1.238 -3.512
H -2.655 -1.742 -2.088
H -2.122 -0.366 -3.048
*
```

Frontier orbital gap (alpha / beta), eV: 5.08 / 7.27
DFT total energy, Eh: -4089.166093
HOMO energy (alpha / beta), hartree: -0.1010 / -0.1817
Maximum force, Eh/bohr: 0.0076

# 6
C18H15BrClO13P2S | ωB97M-V/def2-TZVPD

```
! wB97M-V def2-TZVPD RIJCOSX def2/J DEFGRID3
* xyz -1 1
C 1.054 1.041 -3.193
C -0.178 1.878 -3.260
O -0.854 1.966 -4.233
O -0.420 2.561 -2.096
C -1.740 2.618 -1.648
O -2.538 3.309 -2.161
C -2.095 1.799 -0.425
C -1.026 0.868 0.122
C 0.135 1.450 0.689
C 0.267 2.948 0.752
C 1.146 0.634 1.222
P 2.609 1.583 1.890
O 2.596 1.161 3.464
Br 4.391 0.543 0.950
C 0.981 -0.774 1.207
C -0.171 -1.337 0.654
C -1.179 -0.526 0.083
C -2.412 -1.154 -0.544
C -2.218 -2.115 -1.700
O -3.123 -2.683 -2.176
Cl -0.588 -2.366 -2.387
C -0.338 -2.812 0.689
O -1.413 -3.350 0.624
C 0.869 -3.682 0.853
P 0.757 -5.439 0.361
O -0.434 -5.754 -0.408
O 2.106 -5.870 -0.377
O 0.783 -6.271 1.717
C 1.959 -3.130 1.387
S 3.483 -3.994 1.696
C 1.980 -1.690 1.803
O 2.795 -1.364 2.625
H 0.908 0.253 -2.461
H 1.202 0.583 -4.159
H 1.916 1.631 -2.897
H -3.029 1.303 -0.634
H -2.319 2.543 0.334
H 0.982 3.316 0.026
H 0.577 3.224 1.751
H -0.670 3.455 0.574
H 3.264 0.494 3.658
H -3.013 -0.371 -0.979
H -2.996 -1.663 0.207
H 2.586 -5.106 -0.719
H 1.680 -6.309 2.079
H 3.402 -4.028 3.032
C -2.347 5.969 0.809
O -1.329 5.300 0.461
O -2.843 6.795 -0.226
O -2.944 6.000 1.880
H -2.208 6.566 -0.917
*
```

Frontier orbital gap, eV: 4.78
DFT total energy, Eh: -5788.402335
HOMO energy, hartree: -0.1845
Maximum force, Eh/bohr: 0.0284

- Look up the maximum force of the first one.
  0.0876 Eh/bohr

Please write out number 4 again, unchanged.
C18H14O3PS5SbW | ωB97M-V/def2-TZVPD

```
! wB97M-V def2-TZVPD RIJCOSX def2/J DEFGRID3
* xyz 0 1
W 0.934 -2.853 -0.062
S 2.374 -5.981 3.192
Sb 2.983 -4.924 1.369
S 2.636 -2.411 -1.218
S 0.817 -5.105 -0.048
S 1.609 -2.469 1.971
O -2.725 -3.421 -1.741
S -1.690 -2.594 -1.226
O -0.348 -2.713 -1.880
O -1.351 -2.756 0.214
C -2.150 -0.901 -1.459
C -3.347 -0.620 -2.093
C -3.714 0.705 -2.290
C -2.887 1.724 -1.846
C -1.692 1.425 -1.203
C -1.308 0.106 -1.005
P 0.213 -0.276 -0.055
C -0.225 0.435 1.561
C -0.859 -0.391 2.488
C -1.278 0.127 3.704
C -1.070 1.465 4.001
C -0.444 2.292 3.080
C -0.025 1.781 1.860
C 1.505 0.784 -0.745
C 2.679 0.956 -0.012
C 3.747 1.644 -0.564
C 3.656 2.149 -1.855
C 2.501 1.956 -2.596
C 1.427 1.269 -2.046
H -3.972 -1.438 -2.424
H -4.648 0.937 -2.783
H -3.173 2.757 -1.993
H -1.057 2.227 -0.846
H -1.020 -1.437 2.263
H -1.762 -0.522 4.421
H -1.395 1.865 4.953
H -0.282 3.337 3.308
H 0.458 2.435 1.146
H 2.764 0.537 0.984
H 4.654 1.777 0.010
H 4.492 2.684 -2.287
H 2.434 2.332 -3.608
H 0.536 1.104 -2.638
*
```

Frontier orbital gap, eV: 7.07
DFT total energy, Eh: -3559.806490
HOMO energy, hartree: -0.3071
Maximum force, Eh/bohr: 0.0112

- Which value of maximum force does entry 2 give?
  0.1660 Eh/bohr